[1]
The following is a DFT calculation (the ωB97M-V functional and the def2-TZVPD basis) of a molecular structure, C17H13N5O5Ta.

Properties
- DFT total energy (eV) = -37052.8454
- total charge = +3
- lowest unoccupied orbital energy (eV) = -12.552

Atoms and positions in Å:
1 Ta -0.216918 -0.385045 0.025022
2 O -1.500869 -3.563848 2.313205
3 C -0.918271 -2.878603 1.537440
4 N -1.381606 -1.634459 1.053518
5 C -2.678006 -1.200092 1.579905
6 C -2.629371 0.286667 1.699218
7 C -3.544757 1.038248 2.401396
8 C -3.412977 2.419223 2.419584
9 C -2.364403 3.027241 1.721796
10 C -1.481316 2.239970 1.038171
11 N -1.602098 0.878336 1.012894
12 C 0.415784 -3.197042 0.940400
13 C 1.074211 -4.378912 1.143459
14 C 2.319227 -4.551943 0.534016
15 C 2.859675 -3.523968 -0.232255
16 C 2.154561 -2.349682 -0.378907
17 N 0.931216 -2.187214 0.180991
18 H -2.896851 -1.704705 2.521781
19 H -3.477512 -1.472288 0.881901
20 H -4.342974 0.544276 2.940044
21 H -4.113872 3.024737 2.981237
22 H -2.235033 4.100683 1.726272
23 H -0.647076 2.675281 0.503708
24 H 0.621138 -5.139476 1.766835
25 H 2.865624 -5.478223 0.663232
26 H 3.828529 -3.626994 -0.701574
27 H 2.562742 -1.519310 -0.942135
28 O 3.358724 3.809188 -2.268617
29 C 2.484761 3.344756 -3.134479
30 O 2.402666 3.691486 -4.269097
31 C 1.474716 2.282363 -2.696988
32 C 0.520306 1.830175 -3.631711
33 N -0.230043 0.904032 -3.059471
34 N 0.138162 0.673980 -1.778824
35 C 1.206337 1.556348 -1.565484
36 C 1.829265 1.578904 -0.209440
37 O 2.662941 2.310309 0.169277
38 O 1.266449 0.579520 0.632976
39 H 3.304665 3.451861 -1.370234
40 H 0.389406 2.146823 -4.659625
41 H -0.997152 0.397397 -3.489436

Atomic forces in eV per Å
Ta 0.22 0.00 0.53
O -0.01 0.06 -0.07
C 0.25 -0.46 -0.10
N 0.17 0.62 -0.35
C -0.17 0.11 -0.13
C 0.09 0.10 -0.07
C 0.00 0.05 -0.01
C 0.00 -0.02 0.00
C 0.01 -0.01 -0.01
C -0.01 0.06 0.00
N -0.25 -0.27 0.09
C 0.04 0.11 -0.12
C 0.04 -0.01 0.00
C -0.02 0.00 0.00
C 0.00 0.01 0.01
C 0.04 -0.01 0.00
N -0.29 -0.17 0.16
H 0.08 0.07 0.06
H -0.03 -0.08 0.08
H 0.00 0.00 0.00
H 0.00 0.00 0.00
H 0.00 0.00 0.00
H 0.00 0.00 0.00
H 0.00 0.00 -0.01
H 0.00 0.00 0.01
H 0.00 0.01 -0.01
H 0.00 -0.01 -0.02
O 0.02 0.01 -0.05
C 0.01 0.09 0.06
O -0.01 -0.03 -0.03
C -0.06 -0.04 0.06
C -0.01 -0.10 -0.01
N 0.01 0.11 -0.13
N 0.07 -0.05 0.17
C -0.04 -0.13 0.03
C -0.11 -0.21 0.04
O 0.07 0.02 -0.01
O -0.05 0.20 -0.20
H -0.03 -0.02 0.00
H -0.01 0.00 0.00
H 0.00 -0.01 0.01

For each atom in turn, the Mulliken charge in e is: Ta 1.198; O -0.472; C 0.241; N 0.042; C -0.371; C 0.428; C -0.929; C -0.118; C -0.834; C 0.045; N -0.219; C 0.557; C -0.638; C -0.199; C -0.777; C 0.105; N -0.173; H 0.582; H 0.265; H 0.515; H 0.482; H 0.449; H 0.470; H 0.531; H 0.499; H 0.440; H 0.483; O -0.427; C 0.505; O -0.441; C 0.600; C -0.295; N -0.261; N 0.039; C -0.034; C 0.747; O -0.433; O -0.787; H 0.361; H 0.558; H 0.266

=====

[2]
The following is a DFT calculation (the ωB97M-V functional and the def2-TZVPD basis) of a molecular structure, C17H13N5O7S4W at a distorted geometry.

Properties
- ⟨S²⟩ = 2.065
- DFT total energy (eV) = -84789.3851
- 2S+1 = 3
- total charge = 0
- lowest unoccupied orbital energy (alpha / beta) (eV) = -1.398 / -2.117

Atoms and positions in Å:
1 W -0.409626 -1.081130 1.110973
2 O -1.822487 -2.349576 -1.561848
3 C -1.686011 -2.649548 -0.305181
4 O -0.600773 -3.028411 0.209211
5 C -2.968081 -2.612433 0.506761
6 O -3.119958 -1.303553 1.052541
7 C -3.610525 -0.329115 0.141143
8 C -2.506056 0.373300 -0.620664
9 O -2.703254 1.079495 -1.564885
10 O -1.277285 0.188614 -0.106339
11 H -0.938206 -2.090867 -1.965036
12 H -2.879088 -3.289049 1.352288
13 H -3.808988 -2.882863 -0.133878
14 H -4.144474 0.416058 0.732500
15 H -4.304244 -0.770256 -0.576251
16 S -1.069674 -1.621459 3.321220
17 C -1.048359 0.105038 2.980657
18 S 0.433024 0.786143 2.412416
19 C -2.213519 0.867382 3.066356
20 C -2.248911 2.224776 2.623660
21 N -2.298139 3.310943 2.244912
22 C -3.426406 0.306619 3.573419
23 N -4.402535 -0.147349 3.982283
24 N 2.409515 4.894822 -2.670544
25 C 2.232582 3.547879 -2.457104
26 C 3.321483 2.672975 -2.466695
27 C 3.133091 1.317563 -2.276175
28 C 1.849879 0.821415 -2.086868
29 C 0.749481 1.683835 -2.085260
30 C 0.943235 3.032902 -2.267887
31 S 1.604771 -0.861360 -1.756262
32 O 0.366665 -1.236349 -2.410685
33 O 2.817770 -1.580113 -2.031815
34 N 1.344995 -0.991322 -0.156697
35 C 2.160530 -1.739606 0.652155
36 S 3.764547 -2.330613 0.651297
37 C 3.482025 -2.963380 2.241596
38 C 2.221708 -2.726819 2.662112
39 N 1.486429 -2.033082 1.734113
40 H 3.330198 5.282668 -2.570304
41 H 1.657557 5.513879 -2.425145
42 H 4.320562 3.058477 -2.627791
43 H 3.982520 0.648329 -2.285725
44 H -0.251677 1.301463 -1.944019
45 H 0.090310 3.700075 -2.266385
46 H 4.254118 -3.500161 2.766123
47 H 1.781259 -3.016247 3.601715

Atomic forces in eV per Å
W 1.23 0.50 1.33
O -0.04 0.16 0.04
C -0.34 -0.87 -0.38
O -0.26 0.20 -0.17
C -0.11 -0.03 -0.11
O 0.21 -0.10 -0.24
C -0.22 -0.03 0.03
C 0.95 0.10 0.10
O -0.24 0.01 -0.08
O -0.68 -0.19 -0.29
H 0.09 -0.05 -0.09
H -0.01 -0.02 -0.01
H -0.08 0.04 0.08
H 0.01 0.00 -0.01
H -0.01 0.02 0.02
S -0.01 -0.16 -0.16
C -0.37 0.54 0.55
S 0.16 0.13 -0.23
C -0.23 -0.07 0.01
C 0.05 -0.18 0.13
N -0.03 0.02 -0.01
C 0.18 0.09 -0.06
N -0.03 0.00 -0.02
N -0.01 -0.03 -0.07
C -0.06 0.19 0.03
C 0.06 -0.13 0.00
C 0.07 0.06 0.01
C -0.18 0.30 0.11
C 0.08 -0.08 -0.07
C 0.00 -0.05 0.00
S 0.24 0.13 -0.20
O -0.02 -0.20 -0.05
O -0.06 -0.06 -0.11
N 0.31 -0.17 0.02
C -0.47 0.17 -0.22
S -0.06 0.10 -0.10
C -0.02 -0.12 0.19
C 0.19 0.09 -0.19
N -0.29 -0.24 0.23
H 0.02 -0.04 0.03
H -0.01 -0.01 0.02
H 0.00 0.01 0.00
H -0.03 -0.05 0.02
H 0.03 0.01 -0.01
H 0.00 0.00 0.00
H 0.02 0.01 -0.04
H -0.02 0.01 0.00

For each atom in turn, the Mulliken charge in e is: W 1.049; O -0.433; C 0.474; O -0.656; C -0.530; O -0.313; C -0.755; C 0.870; O -0.604; O -0.282; H 0.630; H 0.356; H 0.423; H 0.361; H 0.354; S -0.419; C 0.742; S -0.285; C 0.498; C -0.011; N -0.522; C -0.081; N -0.525; N -0.509; C 1.087; C -0.794; C -0.490; C -0.274; C -0.357; C -0.796; S 1.308; O -0.818; O -0.743; N -0.119; C 0.524; S -0.040; C -0.367; C -0.656; N -0.087; H 0.210; H 0.218; H 0.304; H 0.495; H 0.388; H 0.336; H 0.420; H 0.418

=====

Which of these has the lowest total charge?
C17H13N5O7S4W